(w)
This record from the OMol25 dataset describes the molecule C4H10N2O. The level of theory is wB97M-V/def2-TZVPD.

Properties
HOMO in eV: -9.02
2S+1: 1
Orbital gap in eV: 9.9043
Molecular weight in Da: 102.137

Positions of all 17 atoms, in Å:
O -2.0691 -0.0700 1.3792
N -0.7780 -1.3945 -0.6959
N 1.7397 -1.2041 -0.6079
C 0.2291 0.6403 0.1446
C 1.0182 1.6482 -0.1482
C -1.3071 0.9669 0.8534
C 0.2807 -0.8075 0.0710
H 0.3331 -1.2676 1.0614
H -1.1241 1.6775 1.6605
H 1.8606 -0.7464 -1.5092
H -2.1312 -0.7533 0.6903
H -0.6422 -2.3971 -0.7548
H -0.7892 -1.0176 -1.6378
H 2.5149 -0.9318 -0.0114
H 2.0088 1.5049 -0.5516
H 0.6963 2.6664 0.0134
H -1.8406 1.4857 0.0431

(x)
This record from the OMol25 dataset describes C4H10N2O as an isolated structure. The level of theory is wB97M-V/def2-TZVPD.

Properties
HOMO in eV: -7.29
2S+1: 1
Orbital gap in eV: 7.9524
Molecular weight in Da: 102.137

Positions of all 17 atoms, in Å:
O -3.0529 -0.0356 1.0017
N -1.2150 -0.3427 -0.2567
N 0.1768 -0.1016 -0.2597
C 0.5522 0.7803 1.3275
C -1.7280 0.1304 0.8425
C 0.5431 0.7643 -1.3866
C 0.9123 -1.3723 -0.2924
H 1.9862 -1.1779 -0.2672
H 0.6642 -1.9298 -1.1995
H 0.6208 -1.9637 0.5730
H 0.3351 0.2206 2.2270
H -0.0180 1.6942 -1.3045
H 1.6239 0.7974 1.1394
H 1.6136 0.9713 -1.3556
H 0.1316 1.7768 1.3138
H 0.2924 0.2824 -2.3334
H -3.4385 -0.4941 0.2308

(y)
This record from the OMol25 dataset describes the molecule C4H10N2O. The level of theory is wB97M-V/def2-TZVPD.

Properties
HOMO in eV: -9.01
2S+1: 1
Orbital gap in eV: 9.7596
Molecular weight in Da: 102.137

Positions of all 17 atoms, in Å:
O -0.7840 -0.7413 -2.0132
N -0.5672 -0.0440 0.2586
N 1.4833 1.7754 -0.1759
C -0.8204 -1.1225 1.1099
C 1.1700 0.7991 -1.2709
C -0.5134 -0.7533 2.5658
C -0.1333 -0.0179 -1.1699
H 1.9049 -0.0619 -1.2117
H 1.4651 1.3239 -2.2327
H 0.7030 2.4103 -0.0198
H 1.6489 1.2471 0.6688
H -1.8678 -1.3263 1.0544
H -0.5175 0.9078 0.5014
H -0.4281 -2.1055 0.7547
H 0.6227 -0.8186 2.6693
H -0.9505 0.2421 2.6943
H -0.9383 -1.4408 3.2398

(z)
This record from the OMol25 dataset describes C4H10N2O as an isolated structure. The level of theory is wB97M-V/def2-TZVPD.

Properties
HOMO in eV: -7.71
2S+1: 1
Orbital gap in eV: 8.5592
Molecular weight in Da: 102.137

Positions of all 17 atoms, in Å:
O 1.2017 -0.1644 -1.6394
N -1.6241 -0.7795 1.1563
N -2.2303 0.4653 -0.8099
C -1.1971 -0.0356 0.0024
C 2.3941 0.0619 0.4497
C -0.0270 0.8079 0.1952
C 1.0507 0.0421 -0.2394
H -3.0862 -0.0661 -0.8826
H -0.2491 -0.9517 -0.3843
H 3.0701 0.7644 -0.0468
H -1.9456 -0.1690 1.8976
H 2.2925 0.3545 1.4928
H 1.8176 -0.8935 -1.7871
H -0.0107 1.7681 0.6960
H -2.3256 -1.4797 0.9480
H 2.8636 -0.9249 0.4116
H -1.9945 1.2001 -1.4601

(y) takes first place; second place is 4.9 kcal/mol up.

(w)
This record from the OMol25 dataset describes a 2-piece molecular cluster, C3H9NO2 overall. The level of theory is wB97M-V/def2-TZVPD.

Properties
Expectation value of S²: 0.77
HOMO (spin up / spin down) in eV: -13.57 / -13.57
2S+1: 2
Total charge: +1
Orbital gap (spin up / spin down) in eV: 8.2812 / 4.2344
Molecular weight in Da: 91.110

Positions of all 15 atoms, in Å:
O -5.1875 1.2574 3.3968
O 2.6503 0.5919 -0.6602
N 1.3124 -1.2438 -0.7529
C 0.3643 -1.4148 0.5468
C 1.5973 0.0821 -1.0767
C 0.7709 0.6574 -2.2454
H 0.8839 -2.2759 1.2679
H -0.3101 0.6154 -2.0440
H -4.2541 1.1241 3.2313
H -0.5819 -1.7496 0.0272
H 2.1193 -1.8052 -0.5121
H -5.5418 0.8463 2.5989
H 1.2091 1.6391 -2.5785
H 0.3326 -0.3606 1.0483
H 0.8582 -0.0697 -3.0088

(x)
This record from the OMol25 dataset describes a 2-piece molecular cluster, C3H9NO2 overall. The level of theory is wB97M-V/def2-TZVPD.

Properties
Expectation value of S²: 0.76
HOMO (spin up / spin down) in eV: -12.24 / -12.24
2S+1: 2
Total charge: +1
Orbital gap (spin up / spin down) in eV: 7.0547 / 3.5417
Molecular weight in Da: 91.110

Positions of all 15 atoms, in Å:
O 1.3139 0.6333 0.9067
O -0.7512 -1.6396 0.2247
N 2.4554 1.7532 -0.8563
C 1.3800 1.8066 0.1394
C -2.8968 -1.3962 -0.7553
C -2.0274 -1.5729 0.3304
H -2.5045 -1.9153 1.2616
H -0.3062 -1.2675 1.0209
H 2.3276 2.5457 -1.4671
H -2.6095 -0.7919 -1.6150
H 2.5194 0.8384 -1.2766
H 2.2092 0.3515 1.0897
H 1.5910 2.6552 0.8037
H 0.4118 2.0508 -0.3202
H -3.9407 -1.5838 -0.5207

(x) takes first place; second place is 8.9 kcal/mol up.

(w)
This record from the OMol25 dataset describes the molecule C4H4N2O2. The level of theory is wB97M-V/def2-TZVPD.

Properties
HOMO in eV: -8.05
2S+1: 1
Orbital gap in eV: 8.5425
Molecular weight in Da: 112.088

Positions of all 12 atoms, in Å:
O 1.7744 0.7659 0.5726
O 0.2126 -0.6198 -2.1542
N 1.1970 0.0631 -1.6411
N 1.0341 0.1544 1.7525
C -0.5903 0.0452 -0.0667
C 0.8874 0.2082 -0.3911
C -1.1244 -0.3504 -1.3901
C -0.3825 0.0612 1.3553
H -1.7356 0.4779 -1.8251
H 1.2295 0.7877 2.4911
H -1.5979 -1.2685 -1.0465
H -0.9042 -0.3250 2.3432

(x)
This record from the OMol25 dataset describes the molecule C4H4N2O2. The level of theory is wB97M-V/def2-TZVPD.

Properties
HOMO in eV: -9.80
2S+1: 1
Orbital gap in eV: 8.5087
Molecular weight in Da: 112.088

Positions of all 12 atoms, in Å:
O -2.2033 -1.6144 0.0691
O -1.5492 1.6582 -0.1740
N 2.3543 -0.2481 0.5485
N 1.1498 0.2497 -0.1723
C -1.1593 0.4226 0.0485
C -2.2413 -0.4682 -0.3486
C 3.4092 -0.3561 -0.4806
C 0.1054 0.3739 0.6424
H 3.2595 -0.1493 -1.7861
H 0.2394 0.3346 1.7134
H 4.4704 -0.3839 -0.1217
H -3.1620 0.0037 -0.7710

(x) takes first place; second place is 17.5 kcal/mol up.

(w)
This record from the OMol25 dataset describes a 2-piece molecular cluster, C4H4N2O2 overall. The level of theory is wB97M-V/def2-TZVPD.

Properties
HOMO in eV: -9.24
2S+1: 1
Orbital gap in eV: 9.0281
Molecular weight in Da: 112.088

Positions of all 12 atoms, in Å:
O 1.4000 2.0782 -0.1456
O 0.6328 -1.3571 0.0522
N -2.4219 -0.0421 -0.2245
N 2.4524 0.0182 0.0136
C 0.1536 -0.0022 0.0412
C 1.3619 0.8944 0.0155
C -1.0765 0.4027 0.1563
C 1.9118 -1.2015 -0.0993
H -2.9335 -1.1252 -0.3644
H 2.6112 -2.0012 -0.2013
H -3.2570 0.8493 0.4996
H -0.8347 1.4866 0.2565

(x)
This record from the OMol25 dataset describes the molecule C4H4N2O2. The level of theory is wB97M-V/def2-TZVPD.

Properties
HOMO in eV: -11.68
2S+1: 1
Orbital gap in eV: 11.4208
Molecular weight in Da: 112.088

Positions of all 12 atoms, in Å:
O -2.2960 -0.9955 0.0253
O -0.5088 -2.1877 -0.1407
N -1.8012 2.4401 -0.0353
N -1.0973 -1.1356 -0.0279
C 1.0369 0.0181 0.7709
C -1.2153 1.4679 -0.0110
C -0.2772 0.0429 0.0511
C 1.0173 0.1117 -0.7159
H 1.2959 -0.9366 1.2077
H 1.2734 -0.7606 -1.2972
H 1.2556 1.0559 -1.1832
H 1.3168 0.8795 1.3562

(w) takes first place; second place is 12.2 kcal/mol up.

(w)
This record from the OMol25 dataset describes the molecule C4H4N2O2. The level of theory is wB97M-V/def2-TZVPD.

Properties
HOMO in eV: -8.64
2S+1: 1
Orbital gap in eV: 7.9738
Molecular weight in Da: 112.088

Positions of all 12 atoms, in Å:
O 2.5147 0.2663 0.0477
O -1.7425 1.8958 -0.0202
N 0.1391 -1.1043 -0.0260
N -1.1378 -1.5480 -0.0853
C -1.9431 -0.4867 0.1988
C -1.2127 0.7913 0.0508
C 0.1765 0.2505 0.0337
C 1.3287 0.9258 -0.0437
H 0.9586 -1.6701 -0.4808
H 1.4016 1.9085 -0.3534
H -2.9502 -0.5915 -0.0511
H 2.4669 -0.6377 0.7295

(x)
This record from the OMol25 dataset describes the molecule C4H4N2O2. The level of theory is wB97M-V/def2-TZVPD.

Properties
HOMO in eV: -8.30
2S+1: 1
Orbital gap in eV: 8.3779
Molecular weight in Da: 112.088

Positions of all 12 atoms, in Å:
O -2.2103 1.0116 -0.3768
O 2.5603 0.9983 -0.1812
N -0.0954 0.6173 0.5930
N 0.0952 -1.5786 0.0179
C 2.1317 -0.1437 -0.0839
C -1.1769 -1.2167 -0.0438
C -1.2411 0.1957 0.0260
C 0.7783 -0.4399 0.2507
H -1.9731 -1.9109 -0.2411
H 2.7778 -1.0310 -0.1652
H 0.2285 1.5753 0.6348
H -1.8748 1.9226 -0.4303

(x) takes first place; second place is 40.5 kcal/mol up.

(w)
This record from the OMol25 dataset describes C30H30N9O6SW as an isolated structure. The level of theory is wB97M-V/def2-TZVPD.

Properties
Expectation value of S²: 2.01
HOMO (spin up / spin down) in eV: -10.31 / -10.81
2S+1: 3
Total charge: +1
Orbital gap (spin up / spin down) in eV: 7.1642 / 7.3124
Molecular weight in Da: 828.534

Positions of all 77 atoms, in Å:
W -0.9519 -0.1702 -0.0911
S 0.9176 -2.5175 1.0834
O -2.2997 -1.6069 0.0535
O -4.2813 -3.5371 0.0836
O 0.2408 -3.5623 -1.7526
O 0.3982 1.0977 0.8066
O -0.0298 -1.3160 1.3875
O 0.0448 -1.3744 -1.3306
N -0.0511 1.2910 -1.6456
N -2.0971 1.3385 1.1745
N -4.2673 1.1577 -2.4902
N -1.3034 2.4464 1.4924
N 0.9753 2.9395 -3.6219
N -0.7748 -2.2720 -3.2751
N -1.0555 -1.0178 -3.8277
N -3.2921 1.9207 -3.0340
N -2.4854 0.5410 -1.4723
C 1.2602 1.4697 -1.7731
C 3.2076 4.1030 1.4791
C -2.1768 0.4426 2.1068
C -2.2366 1.5163 -2.3854
C -0.1468 -2.4555 -2.0697
C 1.3252 -2.9857 2.7504
C 2.9944 -0.7075 1.2447
C 4.8565 -0.7208 -0.3013
C -0.8396 1.8998 -2.5265
C -4.0632 -0.7502 3.1450
C -3.1557 -0.6736 2.0895
C 4.2844 -1.8130 -0.9569
C 2.7926 5.3351 1.9613
C 6.1598 -0.1479 -0.7842
C 1.4460 5.5619 2.2236
C 3.0850 -2.3523 -0.5277
C -3.1486 -4.3831 -0.1531
C -4.1717 -2.6228 1.0916
C 0.5149 4.5627 2.0037
C -5.0448 -1.7223 3.1532
C 0.9300 3.3250 1.5174
C 1.7629 2.2917 -2.7680
C 2.2768 3.0984 1.2572
C 2.4594 -1.8009 0.5833
C -3.1903 -1.6218 1.0643
C 4.1938 -0.1762 0.7973
C -0.0524 2.2487 1.2643
C -5.0961 -2.6560 2.1221
C -3.7898 0.3393 -1.5536
C -0.3285 2.7401 -3.5036
H -0.4314 -0.8330 -4.6073
H 6.0558 0.2414 -1.7983
H -0.5357 4.7240 2.2018
H 0.4207 -3.3908 3.1997
H -5.8436 -3.4379 2.1059
H 6.9308 -0.9183 -0.8108
H 2.0945 -3.7544 2.6881
H 2.6208 -3.1822 -1.0467
H -2.4450 -3.9290 -0.8474
H -0.9914 3.2433 -4.1962
H -1.6395 0.6236 3.0397
H -0.7813 -3.0815 -3.8763
H 4.2560 3.9254 1.2771
H 1.1237 6.5232 2.6007
H 3.5174 6.1194 2.1346
H -4.0058 -0.0214 3.9444
H 4.6292 0.6705 1.3149
H -5.2201 1.2687 -2.7995
H 6.5046 0.6601 -0.1419
H -4.3641 -0.3666 -0.9764
H 4.7871 -2.2387 -1.8166
H -5.7598 -1.7646 3.9622
H 2.5866 2.1294 0.8893
H -3.5407 -5.3072 -0.5711
H 1.8962 0.9543 -1.0667
H 1.6777 -2.1194 3.3060
H 2.8280 2.4429 -2.8798
H -2.6364 -4.6078 0.7850
H 2.4743 -0.2552 2.0801
H -2.0042 -1.0209 -4.1861

(x)
This record from the OMol25 dataset describes C30H30N9O6SW as an isolated structure. The level of theory is wB97M-V/def2-TZVPD.

Properties
Expectation value of S²: 2.01
HOMO (spin up / spin down) in eV: -10.03 / -10.83
2S+1: 3
Total charge: +1
Orbital gap (spin up / spin down) in eV: 7.3015 / 7.6927
Molecular weight in Da: 828.534

Positions of all 77 atoms, in Å:
W 0.4188 0.1455 -0.4391
S -1.0386 -2.1465 1.2935
O 4.6946 -1.1689 0.6323
O -1.5152 0.4930 0.0511
O -0.6571 0.2032 -4.3343
O -0.0377 -1.8412 0.1571
O -0.5778 -0.2874 -2.1480
O 2.1074 -0.2849 0.5671
N 3.4276 1.9296 -1.3831
N 2.8339 -1.9707 -3.4301
N -0.9240 2.0849 1.5515
N 3.8399 -1.1262 -3.1402
N 6.1837 1.7031 -1.0903
N -0.0726 1.8114 -2.8527
N 1.9872 -0.5932 -2.0055
N 0.5143 2.0267 -1.5783
N 0.3255 1.5280 1.2614
C -3.7363 -2.1824 1.4128
C -4.0854 -2.4151 -1.3303
C -1.8295 1.4607 0.8757
C 4.3126 -0.0725 1.3606
C 5.5312 2.8029 -0.7292
C -5.5340 1.4386 0.3129
C -3.2610 1.7889 1.0106
C 5.2474 0.6287 2.0909
C -3.6894 2.7267 1.9480
C 1.2760 1.9983 2.0011
C 5.4570 0.7102 -1.5807
C -6.5904 -2.4604 -1.0687
C 4.0759 0.8186 -1.7209
C -5.0108 -2.2588 0.8769
C 1.7324 -1.6452 -2.7673
C 4.1843 -2.4117 1.1179
C 3.5986 2.2331 2.7535
C 4.1577 2.9193 -0.8754
C -0.4550 0.5097 -3.1868
C 4.8977 1.7880 2.7915
C -5.2034 -2.3770 -0.4978
C -2.8012 -2.3586 -0.8136
C -4.1851 1.1442 0.1934
C 2.6349 1.5459 1.9955
C -5.9607 2.3720 1.2470
C -0.7118 -3.8787 1.5644
C -5.0382 3.0146 2.0637
C -2.6463 -2.2541 0.5579
C 2.9833 0.3887 1.2849
C 3.3022 -0.3045 -2.2737
H 6.2649 0.2582 2.0993
H 2.9646 -2.7034 -4.1085
H 0.2851 2.3683 -3.6139
H 0.7837 -2.1467 -2.8521
H -1.4617 -4.2518 2.2608
H -4.2207 -2.4756 -2.4033
H -2.9610 3.2180 2.5785
H -3.5986 -2.0490 2.4798
H -5.3735 3.7418 2.7910
H 0.0326 2.7960 -1.1176
H 5.6443 2.3174 3.3665
H -6.6184 -2.1017 -2.0966
H 6.1152 3.6149 -0.3142
H -0.7772 -4.3979 0.6102
H -3.8397 0.4175 -0.5305
H 1.5235 2.2279 -1.6536
H -6.2520 0.9416 -0.3269
H 0.9882 2.7799 2.6991
H 0.2832 -3.9646 1.9963
H -7.0140 2.6030 1.3388
H -7.2959 -1.8774 -0.4774
H 3.3009 3.1162 3.3057
H 3.0936 -2.4233 1.0861
H -1.9403 -2.3421 -1.4679
H 3.6383 3.8240 -0.5836
H 4.5818 -3.1824 0.4620
H 5.9684 -0.2012 -1.8586
H -5.8689 -2.1978 1.5345
H -6.9400 -3.4947 -1.0692
H 4.5311 -2.5914 2.1380

(x) takes first place; second place is 41.4 kcal/mol up.